# 1
Molecular formula: C6H7N
Method: DFT, ωB97M-V/def2-TZVPD

Atoms and positions in Å:
C1 -2.49 -0.06 -0.09
C2 -1.27 -0.29 -0.16
C3 0.23 -0.35 -0.07
C4 1.10 -1.27 -1.03
C5 0.66 -0.70 1.44
C6 0.45 1.12 -0.18
N1 0.74 2.29 -0.13
H1 -3.59 -0.12 -0.22
H2 2.19 -0.70 -0.79
H3 0.83 -1.18 -2.19
H4 1.07 -2.29 -0.77
H5 0.33 -1.69 1.68
H6 1.73 -0.72 1.47
H7 0.14 -0.03 2.18

SMILES string	C#CC(C)(C)C#N
E_LUMO	0.7	eV
largest force on an atom	5.47	eV Å⁻¹
gap between HOMO and LUMO	10.97	eV
energy	-7821.8559	eV

---

# 2
Molecular formula: H10O5
Method: DFT, ωB97M-V/def2-TZVPD

Atoms and positions in Å:
O1 0.42 1.07 1.93
H1 0.68 0.31 1.40
H2 -0.54 0.98 2.01
O2 -3.08 -1.34 0.35
H3 -3.61 -1.69 -0.37
H4 -2.78 -0.48 0.02
O3 0.04 -1.18 -0.80
H5 -0.51 -0.65 -0.22
H6 0.18 -2.00 -0.31
O4 -1.01 2.18 -1.15
H7 -0.45 1.40 -1.07
H8 -0.43 2.85 -1.54
O5 3.68 -0.75 -0.19
H9 3.93 0.19 -0.16
H10 3.09 -0.80 -0.95

SMILES string	O.O.O.O.O
E_LUMO	0.1	eV
largest force on an atom	0.32	eV Å⁻¹
gap between HOMO and LUMO	11.77	eV
energy	-10399.4996	eV

---

# 3
Molecular formula: C4H10N2O
Method: DFT, ωB97M-V/def2-TZVPD

Atoms and positions in Å:
C1 -0.55 0.17 -1.80
N1 0.30 0.47 -0.64
C2 -0.05 1.43 0.27
O1 -1.16 1.94 0.30
C3 1.29 -0.55 -0.26
C4 0.75 -1.58 0.78
N2 -0.62 -1.37 1.27
H1 -1.04 -0.79 -1.69
H2 -1.22 1.03 -1.87
H3 0.13 0.15 -2.65
H4 0.85 1.82 0.78
H5 2.11 -0.04 0.25
H6 1.67 -0.99 -1.17
H7 1.45 -1.71 1.61
H8 0.91 -2.54 0.28
H9 -0.94 -2.23 1.70
H10 -0.57 -0.59 1.90

SMILES string	CN(C=O)CCN
E_LUMO	0.9	eV
largest force on an atom	1.71	eV Å⁻¹
gap between HOMO and LUMO	9.96	eV
energy	-9337.1590	eV

---

# 4
Molecular formula: C2H4N2O2
Method: DFT, ωB97M-V/def2-TZVPD

Atoms and positions in Å:
H1 -0.30 -2.29 -1.27
N1 -0.35 -1.72 -0.57
C1 0.00 -0.53 -0.83
N2 0.15 0.24 0.27
O1 0.07 -0.52 1.36
C2 0.34 1.61 0.50
O2 0.49 2.39 -0.38
H2 0.13 0.10 -1.61
H3 -0.84 -1.16 0.99
H4 0.30 1.88 1.54

SMILES string	[H]/N=C/N(O)C=O
E_LUMO	0.6	eV
largest force on an atom	7.01	eV Å⁻¹
gap between HOMO and LUMO	10.14	eV
energy	-9210.5177	eV

---

# 5
Molecular formula: C6H11F5GeSbSe4Tc
Method: DFT, ωB97M-V/def2-TZVPD

Atoms and positions in Å:
Tc1 0.73 1.18 0.56
Se1 3.79 -1.97 2.59
Sb1 3.90 0.39 2.70
Se2 2.20 -0.19 -0.38
Se3 1.06 1.05 2.76
Se4 4.79 2.55 3.03
F1 0.55 3.92 0.62
C1 1.38 3.08 -0.02
F2 2.63 3.36 0.34
C2 1.17 3.19 -1.53
F3 2.17 2.57 -2.17
F4 1.00 4.39 -1.99
F5 0.04 2.44 -1.74
C3 -0.63 -1.96 -2.04
Ge1 -1.50 -1.66 -0.31
C4 -0.75 -2.77 1.13
C5 -3.46 -1.53 -0.38
C6 -1.11 0.30 0.28
H1 -0.93 -2.95 -2.38
H2 0.46 -1.97 -1.96
H3 -0.94 -1.23 -2.78
H4 -1.12 -3.79 1.01
H5 -1.07 -2.42 2.11
H6 0.34 -2.79 1.08
H7 -3.85 -2.52 -0.64
H8 -3.77 -0.82 -1.15
H9 -3.87 -1.24 0.58
H10 -1.68 0.44 1.20
H11 -1.50 0.95 -0.52

E_LUMO (alpha / beta)	-10.6 / -10.6	eV
largest force on an atom	3.13	eV Å⁻¹
gap between HOMO and LUMO (alpha / beta)	5.62 / 5.64	eV
energy	-346604.6401	eV
total charge	+2

---

# 6
Molecular formula: C44H45N6PReSSe
Method: DFT, ωB97M-V/def2-TZVPD

Atoms and positions in Å:
Re1 1.11 1.96 -0.07
N1 4.18 2.30 2.99
C1 3.47 2.21 1.87
S1 1.79 1.62 2.05
N2 4.02 2.49 0.73
N3 3.16 2.37 -0.32
C2 3.62 2.51 -1.51
C3 2.67 2.41 -2.60
C4 3.05 2.53 -3.93
C5 2.10 2.40 -4.92
C6 0.79 2.12 -4.55
C7 0.48 1.99 -3.21
N4 1.38 2.16 -2.24
H1 3.76 2.11 3.89
H2 5.13 2.63 2.96
H3 4.67 2.71 -1.69
H4 4.09 2.73 -4.17
H5 2.37 2.49 -5.97
H6 0.01 1.99 -5.29
H7 -0.52 1.73 -2.89
C8 -4.75 0.31 -1.83
C9 -3.92 1.34 -2.26
C10 -2.86 1.74 -1.47
C11 -2.60 1.11 -0.25
C12 -3.46 0.11 0.19
C13 -4.52 -0.29 -0.60
P1 -1.21 1.76 0.72
C14 -1.30 0.97 2.35
C15 -1.31 -0.43 2.46
C16 -1.30 -1.04 3.69
C17 -1.25 -0.28 4.85
C18 -1.23 1.11 4.76
C19 -1.26 1.73 3.52
C20 -1.67 3.49 0.95
C21 -2.88 3.91 1.46
C22 -3.15 5.28 1.57
C23 -2.22 6.20 1.14
C24 -0.99 5.79 0.59
C25 -0.04 6.72 0.13
C26 1.14 6.30 -0.43
C27 1.41 4.92 -0.54
C28 0.54 3.94 -0.09
C29 -0.70 4.40 0.48
H8 -5.58 -0.01 -2.45
H9 -4.12 1.84 -3.20
H10 -2.26 2.60 -1.78
H11 -3.31 -0.35 1.15
H12 -5.19 -1.06 -0.25
H13 -1.37 -1.04 1.56
H14 -1.33 -2.12 3.76
H15 -1.24 -0.76 5.82
H16 -1.20 1.71 5.65
H17 -1.24 2.81 3.47
H18 -3.62 3.19 1.79
H19 -4.09 5.61 1.98
H20 -2.43 7.26 1.22
H21 -0.26 7.78 0.21
H22 1.86 7.02 -0.78
H23 2.35 4.66 -1.00
C30 0.00 -4.81 -2.59
C31 -1.18 -4.04 -3.17
C32 -1.15 -2.53 -2.95
C33 -1.55 -2.03 -1.56
N5 -0.66 -2.42 -0.47
C34 0.50 -1.83 -0.14
Se1 1.26 -0.42 -1.15
N6 1.05 -2.45 0.92
C35 2.30 -2.09 1.58
C36 3.56 -2.58 0.88
C37 3.73 -4.10 0.76
C38 2.92 -4.75 -0.35
C39 0.19 -3.46 1.32
C40 0.28 -4.39 2.35
C41 -0.77 -5.28 2.47
C42 -1.86 -5.26 1.59
C43 -1.95 -4.34 0.56
C44 -0.90 -3.44 0.45
H24 0.03 -5.82 -2.98
H25 -0.05 -4.90 -1.50
H26 0.94 -4.33 -2.85
H27 -2.13 -4.45 -2.80
H28 -1.20 -4.21 -4.25
H29 -1.85 -2.06 -3.64
H30 -0.16 -2.14 -3.20
H31 -2.54 -2.41 -1.29
H32 -1.61 -0.95 -1.55
H33 2.24 -2.51 2.59
H34 2.30 -1.01 1.68
H35 4.39 -2.17 1.46
H36 3.63 -2.12 -0.11
H37 3.50 -4.57 1.73
H38 4.79 -4.30 0.59
H39 1.86 -4.79 -0.14
H40 3.25 -5.77 -0.52
H41 3.06 -4.21 -1.29
H42 1.12 -4.43 3.02
H43 -0.75 -6.03 3.25
H44 -2.66 -5.98 1.72
H45 -2.79 -4.35 -0.12

E_LUMO (alpha / beta)	-6.9 / -6.9	eV
largest force on an atom	0.71	eV Å⁻¹
⟨S²⟩	0.761
spin multiplicity	2
gap between HOMO and LUMO (alpha / beta)	6.00 / 6.01	eV
energy	-142889.7644	eV
total charge	+2